{
  "formula": "C51H70BN12S3Tl",
  "method": "ωB97M-V/def2-TZVPD",
  "symbols": ["Tl", "C", "C", "C", "C", "N", "N", "B", "N", "N", "C", "C", "C", "C", "C", "S", "C", "C", "C", "C", "N", "N", "C", "C", "C", "C", "C", "S", "C", "C", "C", "C", "C", "S", "C", "C", "C", "C", "H", "H", "H", "H", "H", "H", "H", "H", "H", "H", "H", "H", "H", "H", "H", "H", "H", "H", "H", "H", "H", "H", "H", "H", "H", "H", "H", "H", "H", "H", "H", "H", "H", "H", "H", "H", "H", "H", "H", "C", "C", "C", "C", "C", "C", "C", "C", "C", "C", "N", "C", "C", "C", "C", "C", "N", "H", "H", "H", "H", "H", "H", "H", "H", "H", "H", "H", "H", "H", "H", "H", "H", "H", "C", "C", "C", "C", "N", "N", "C", "H", "H", "H", "H", "H", "H", "H", "H", "C", "C", "N", "C", "C", "N", "H", "H", "H", "H", "H", "H"],
  "coordinates": [[0.4056, 0.7919, 1.4677], [4.9639, -0.9380, -1.7941], [3.4978, -1.0121, -2.0706], [3.0226, -1.4309, -3.2625], [1.6177, -1.4448, -3.4944], [0.7962, -1.0531, -2.5833], [1.2389, -0.6391, -1.3740], [-0.0025, -0.0663, -0.6176], [-0.6748, 0.9495, -1.5822], [-1.8394, 0.5185, -2.0827], [-2.5188, 1.2740, -2.8816], [-2.0230, 2.5435, -3.2781], [-0.8142, 2.9690, -2.8371], [-0.2452, 4.2849, -3.2690], [-0.0833, 2.1192, -1.9274], [1.4263, 2.5323, -1.3094], [-3.8765, 0.7697, -3.3413], [-4.1394, -0.6387, -2.8102], [-4.9459, 1.7194, -2.7801], [-3.9415, 0.7612, -4.8729], [-1.0220, -1.1923, -0.2548], [-0.6616, -2.4294, -0.6394], [-1.4192, -3.4419, -0.3546], [-2.5864, -3.2872, 0.4359], [-2.9633, -2.0547, 0.8469], [-4.1667, -1.8360, 1.7003], [-2.1664, -0.9238, 0.4380], [-2.6550, 0.6428, 0.8223], [-1.0086, -4.8062, -0.8830], [0.1265, -4.6754, -1.8974], [-2.2072, -5.4484, -1.5969], [-0.5624, -5.6883, 0.2907], [2.5595, -0.6062, -1.0355], [3.1521, -0.1501, 0.4622], [1.0368, -1.8616, -4.8358], [1.4791, -0.8314, -5.8852], [-0.4888, -1.8923, -4.7746], [1.5590, -3.2493, -5.2255], [5.5344, -1.2821, -2.6569], [5.2230, -1.5333, -0.9177], [5.2455, 0.0881, -1.5535], [3.7058, -1.7400, -4.0439], [-2.6020, 3.1632, -3.9525], [-0.6619, 4.5801, -4.2321], [0.8387, 4.2324, -3.3322], [-0.4891, 5.0629, -2.5417], [-4.1274, -0.6498, -1.7194], [-3.3826, -1.3426, -3.1603], [-5.1194, -0.9761, -3.1554], [-4.8949, 1.7462, -1.6896], [-5.9401, 1.3742, -3.0721], [-4.8228, 2.7374, -3.1565], [-3.1865, 0.0938, -5.2934], [-3.7874, 1.7576, -5.2916], [-4.9231, 0.4129, -5.2005], [-3.1675, -4.1555, 0.7187], [-4.6462, -2.7864, 1.9350], [-4.8782, -1.1788, 1.1995], [-3.8710, -1.3359, 2.6247], [-0.1283, -3.9588, -2.6789], [0.3104, -5.6496, -2.3573], [1.0567, -4.3505, -1.4355], [-2.5272, -4.8341, -2.4418], [-3.0622, -5.5855, -0.9347], [-1.9231, -6.4311, -1.9780], [0.2726, -5.2296, 0.8243], [-0.2431, -6.6660, -0.0770], [-1.3742, -5.8475, 1.0037], [1.1404, 0.1690, -5.6077], [1.0525, -1.0819, -6.8587], [2.5657, -0.8053, -5.9916], [-0.8913, -0.9109, -4.5235], [-0.8401, -2.5864, -4.0083], [-0.8860, -2.2047, -5.7432], [2.6474, -3.2712, -5.3028], [1.1535, -3.5360, -6.1979], [1.2547, -4.0023, -4.4957], [-3.0371, 4.1999, 0.9102], [-1.5417, 4.0634, 0.6330], [-0.6926, 4.7068, 1.6959], [-0.4160, 6.0665, 1.6163], [0.3259, 6.7061, 2.5960], [0.7967, 5.9779, 3.6748], [0.5407, 4.6149, 3.7979], [1.1060, 3.8817, 4.9923], [0.3837, 4.2070, 6.2996], [-0.2162, 3.9845, 2.7977], [-0.4625, 2.5905, 2.8682], [-1.1469, 2.1220, 3.8547], [-1.2346, 0.7238, 4.0961], [-2.0300, 0.0136, 4.9943], [-1.7612, -1.3390, 4.7623], [-0.8117, -1.3880, 3.7396], [-0.4789, -0.1443, 3.3459], [-3.6185, 3.7122, 0.1255], [-3.3376, 5.2486, 0.9650], [-3.2976, 3.7265, 1.8598], [-1.2873, 4.5196, -0.3266], [-1.3078, 3.0038, 0.5418], [-0.7919, 6.6255, 0.7663], [0.5363, 7.7653, 2.5188], [1.3886, 6.4680, 4.4412], [2.1592, 4.1650, 5.0941], [1.0983, 2.8082, 4.8176], [0.3631, 5.2836, 6.4783], [0.8816, 3.7312, 7.1460], [-0.6501, 3.8580, 6.2815], [-1.6652, 2.8005, 4.5344], [-2.7171, 0.4396, 5.7098], [-2.1894, -2.1883, 5.2719], [-0.3464, -2.2448, 3.2790], [3.6271, -4.5495, -0.3642], [3.0878, -3.8981, 0.8647], [3.5972, -3.7965, 2.1384], [2.6442, -3.0539, 2.8688], [1.6292, -2.7075, 2.0923], [1.9106, -3.2374, 0.8878], [2.6904, -2.6573, 4.3067], [4.6165, -4.9567, -0.1643], [3.7108, -3.8348, -1.1851], [2.9912, -5.3691, -0.6997], [4.5278, -4.2086, 2.4935], [1.2696, -3.0412, 0.1281], [2.7641, -3.5321, 4.9547], [1.7903, -2.1044, 4.5759], [3.5606, -2.0288, 4.5096], [3.0657, 3.9519, 1.5266], [3.2309, 2.7767, 2.4203], [2.3470, 1.8355, 2.6612], [2.9089, 0.9752, 3.5796], [4.1523, 1.4084, 3.9064], [4.3430, 2.5533, 3.1622], [2.2026, 3.7994, 0.8825], [3.9446, 4.0942, 0.8961], [2.8966, 4.8588, 2.1114], [2.3828, 0.1015, 3.9292], [4.9047, 1.0171, 4.5671], [5.1662, 3.1301, 3.1542]],
  "atomic_forces_ev_per_a": [[0.20, 0.31, -0.22], [0.01, -0.03, 0.00], [0.00, 0.00, 0.01], [-0.04, 0.00, 0.03], [0.03, -0.04, -0.03], [-0.14, 0.09, 0.01], [0.10, 0.06, 0.07], [-0.04, -0.10, -0.17], [0.11, 0.01, 0.01], [-0.08, -0.07, 0.00], [-0.01, 0.01, -0.05], [0.07, -0.03, -0.03], [-0.07, 0.00, -0.05], [-0.05, -0.01, 0.00], [0.03, 0.05, 0.08], [-0.04, 0.11, 0.03], [-0.05, -0.01, 0.01], [0.00, 0.00, 0.01], [0.01, -0.01, -0.01], [0.00, 0.01, 0.00], [0.04, 0.14, 0.12], [0.08, -0.08, -0.01], [-0.03, -0.02, 0.05], [-0.02, 0.03, -0.02], [0.04, -0.04, 0.00], [0.01, -0.02, 0.03], [-0.16, 0.14, 0.02], [0.06, -0.19, 0.04], [0.01, -0.06, -0.04], [-0.01, -0.08, -0.02], [0.01, 0.02, 0.00], [0.00, -0.01, 0.00], [0.08, -0.09, 0.08], [-0.20, -0.11, -0.03], [-0.01, 0.04, -0.03], [0.00, -0.01, -0.01], [-0.03, 0.00, 0.01], [0.00, -0.03, 0.02], [-0.01, 0.01, 0.00], [-0.01, -0.02, 0.00], [0.00, 0.01, -0.01], [0.01, 0.02, 0.00], [0.00, 0.00, 0.00], [-0.03, 0.00, 0.02], [0.02, 0.00, -0.02], [0.07, -0.02, 0.05], [0.00, 0.00, -0.01], [0.02, 0.00, 0.00], [0.01, 0.00, 0.00], [0.00, 0.00, 0.00], [0.00, 0.00, 0.00], [0.01, 0.00, 0.01], [0.01, -0.01, 0.01], [0.00, -0.01, -0.01], [0.00, 0.00, 0.00], [-0.01, 0.00, -0.01], [0.01, 0.00, -0.01], [0.00, 0.01, 0.01], [-0.01, 0.01, 0.00], [0.03, -0.06, 0.08], [0.00, 0.00, 0.00], [0.02, 0.05, -0.04], [-0.01, 0.00, 0.01], [0.00, 0.00, 0.01], [0.00, 0.01, 0.00], [-0.04, -0.05, 0.01], [-0.01, -0.01, -0.01], [0.00, 0.01, -0.01], [0.00, -0.01, 0.00], [0.01, 0.00, 0.00], [-0.01, 0.01, 0.01], [-0.02, 0.01, 0.00], [-0.02, 0.06, -0.07], [0.01, 0.00, 0.01], [0.00, 0.00, -0.01], [0.00, 0.00, 0.00], [0.02, 0.02, -0.02], [-0.03, 0.01, 0.03], [0.10, -0.03, -0.04], [0.03, 0.06, -0.03], [0.03, -0.07, -0.04], [0.00, 0.01, 0.04], [0.02, 0.02, 0.01], [-0.05, -0.02, -0.01], [0.07, 0.02, -0.02], [-0.01, 0.01, 0.02], [-0.06, 0.01, 0.01], [-0.23, 0.05, 0.05], [0.07, -0.08, -0.11], [0.06, 0.03, -0.01], [-0.01, 0.00, -0.02], [-0.05, -0.02, 0.02], [0.00, 0.06, -0.05], [0.10, 0.02, 0.13], [0.00, 0.00, 0.00], [0.01, -0.01, 0.00], [0.01, -0.01, -0.01], [-0.07, 0.03, -0.03], [0.04, -0.01, 0.01], [0.01, 0.00, 0.00], [0.01, -0.01, -0.01], [-0.01, 0.00, 0.00], [-0.01, 0.00, 0.00], [0.00, -0.02, 0.01], [0.00, -0.01, 0.00], [-0.01, 0.00, -0.01], [0.01, 0.01, -0.01], [0.02, 0.00, 0.02], [0.01, 0.00, 0.00], [0.00, 0.01, 0.00], [0.01, -0.01, 0.01], [0.03, 0.03, 0.03], [-0.01, 0.14, -0.02], [0.02, -0.14, -0.02], [0.00, 0.08, -0.11], [-0.03, -0.12, 0.02], [-0.03, 0.04, 0.05], [0.01, 0.04, 0.05], [0.01, 0.03, 0.01], [0.00, 0.02, -0.03], [-0.03, -0.04, 0.00], [-0.01, 0.00, 0.00], [0.09, 0.02, -0.01], [-0.02, -0.01, 0.00], [0.00, -0.02, -0.01], [-0.01, 0.00, -0.01], [-0.01, -0.02, -0.02], [-0.04, 0.06, 0.04], [-0.10, -0.27, 0.05], [0.08, 0.01, 0.12], [-0.03, 0.02, -0.04], [0.01, 0.05, 0.01], [0.01, 0.01, 0.01], [0.00, -0.02, 0.00], [0.01, 0.00, -0.01], [-0.01, 0.04, -0.02], [-0.01, 0.00, 0.00], [-0.03, -0.02, 0.00]],
  "fmax_ev_per_a": 0.43,
  "de_lowest_kj_mol": 0.0
}